[1]
{"formula": "C25H56N2O2P2ReS", "method": "ωB97M-V/def2-TZVPD", "species": ["Re", "C", "O", "C", "O", "P", "C", "H", "C", "H", "C", "H", "C", "P", "H", "H", "C", "H", "C", "H", "H", "H", "C", "H", "H", "H", "C", "H", "H", "H", "C", "H", "H", "H", "C", "H", "H", "H", "C", "H", "H", "H", "C", "H", "H", "H", "C", "H", "C", "H", "H", "C", "H", "H", "H", "C", "H", "H", "H", "C", "H", "H", "H", "C", "H", "H", "H", "H", "H", "C", "C", "N", "C", "S", "N", "C", "C", "H", "H", "H", "H", "H", "H", "H", "H", "H", "H", "H", "H"], "xyz": [[-0.279307, -0.195116, -0.253438], [0.516113, 0.623642, 1.311835], [0.999426, 1.150307, 2.257218], [-2.176744, 0.268954, -0.427526], [-3.322391, 0.561479, -0.492431], [0.082490, 2.066579, -1.030102], [-0.016034, 2.083080, -2.880196], [-0.179304, 3.154726, -3.101395], [-1.243947, 3.384990, -0.599949], [-2.191042, 2.810630, -0.581877], [1.720924, 2.881073, -0.886368], [2.379270, 2.052542, -1.192699], [1.468108, -3.020011, 1.327663], [-0.139273, -2.423518, 0.451500], [-0.110031, -4.369395, -1.027821], [2.237971, -2.604268, 0.658805], [-1.461160, -3.613015, 1.143660], [-1.071484, -4.568031, 0.746518], [-1.012755, 3.976904, 0.796778], [-1.977674, 4.344275, 1.190281], [-0.330162, 4.844295, 0.756773], [-0.615916, 3.249158, 1.525883], [-1.427827, 4.522456, -1.619107], [-0.552363, 5.192125, -1.648799], [-2.298105, 5.119832, -1.298352], [-1.648202, 4.172438, -2.639786], [1.951879, 4.063493, -1.832385], [1.647158, 3.937367, -2.868923], [3.031242, 4.271649, -1.840869], [1.455222, 4.965553, -1.463628], [2.205767, 3.313041, 0.498390], [3.125133, 3.910789, 0.374521], [2.463181, 2.464803, 1.140537], [1.469251, 3.943229, 1.015249], [1.341291, 1.668886, -3.506827], [1.966264, 2.571169, -3.790149], [1.139242, 1.083958, -4.423888], [2.000642, 1.039375, -2.823249], [-1.246601, 1.343814, -3.430029], [-1.249085, 0.261742, -3.248860], [-1.306974, 1.479560, -4.519517], [-2.183726, 1.721008, -2.997665], [1.582688, -4.541667, 1.342804], [1.498049, -5.013250, 0.359694], [0.832543, -4.993570, 2.002804], [2.560450, -4.794227, 1.763480], [1.666519, -2.424558, 2.715295], [1.016061, -2.913488, 3.455372], [-1.214830, -2.686752, -2.051231], [1.529272, -1.329145, 2.754985], [2.697227, -2.648180, 3.028276], [1.400562, -2.949036, -1.811650], [-1.192050, -1.568137, -1.983882], [-1.104672, -2.943404, -3.105108], [-2.225840, -2.988849, -1.691079], [-0.017853, -3.257020, -1.208714], [1.363038, -2.995911, -2.903981], [2.183657, -3.655631, -1.446831], [1.712196, -1.923697, -1.546413], [-2.868929, -3.397762, 0.541566], [-3.172965, -2.342992, 0.526638], [-3.601119, -3.949852, 1.151233], [-2.936021, -3.826316, -0.466786], [-1.569383, -3.794498, 2.662460], [-2.148594, -2.979690, 3.129689], [-0.618400, -3.844794, 3.189485], [-2.117581, -4.737899, 2.836761], [0.850411, -0.553453, -1.778082], [0.346456, -0.409286, -2.397204], [-2.038840, -1.201249, 6.353778], [-0.729950, -0.535891, 5.993293], [-0.465843, -0.398283, 4.557317], [-1.311728, 0.194738, 3.712724], [-1.683276, -0.552442, 2.139632], [-1.924212, 1.331221, 3.977230], [-1.619113, 2.259832, 5.072212], [-0.138936, 2.526587, 5.200089], [-2.929324, -0.701734, 5.958455], [-2.107223, -1.239643, 7.448820], [-2.047939, -2.250672, 6.019009], [-0.629474, 0.454435, 6.438299], [0.099379, -1.125225, 6.393639], [0.052270, -1.169554, 4.136569], [-2.583978, 1.630306, 3.259943], [-2.125915, 3.202640, 4.847142], [-2.052225, 1.869466, 5.996772], [0.184026, 3.169023, 4.370451], [0.101902, 3.073405, 6.121819], [0.448737, 1.605433, 5.180346]], "forces_ev_per_a": [[-2.0, 1.0, 1.6], [4.6, 3.0, 5.0], [-2.5, -2.4, -4.1], [-7.2, 1.3, -1.8], [5.8, -1.4, 0.5], [0.0, 4.3, -0.8], [0.1, -1.1, -1.2], [0.1, -0.4, 0.6], [-0.5, -0.8, 0.5], [0.4, 0.2, 0.0], [1.0, -0.7, 0.6], [0.1, 0.2, 0.0], [-0.2, 1.2, -0.5], [1.0, -5.7, 1.7], [-0.1, 1.3, -0.1], [-0.1, -0.1, 0.2], [-0.5, 0.3, 0.3], [0.1, 0.5, 0.1], [-0.2, 0.2, 0.4], [0.4, -0.1, -0.2], [-0.3, -0.5, 0.0], [-0.1, 0.2, -0.2], [0.2, 0.1, -0.4], [-0.5, -0.3, 0.0], [0.3, -0.2, 0.0], [-0.1, 0.2, 0.4], [-0.1, 0.8, -0.3], [0.0, 0.2, 0.4], [-0.3, -0.1, 0.0], [0.2, -0.1, 0.1], [0.1, 0.1, 0.6], [-0.4, -0.3, 0.1], [0.0, 0.3, -0.2], [0.5, -0.2, -0.1], [0.7, -0.4, -0.3], [-0.8, -1.5, 0.2], [0.2, 0.2, 0.4], [-0.8, 0.7, -1.0], [-0.1, 0.1, -0.1], [0.1, 0.0, -0.2], [0.0, 0.0, 0.3], [0.2, 0.1, -0.1], [-0.5, -0.3, 0.1], [0.1, 0.1, 0.1], [0.2, 0.1, -0.1], [0.0, 0.0, -0.1], [0.1, 0.0, 0.3], [0.2, 0.2, -0.2], [0.2, -0.2, 0.2], [0.2, -0.4, -0.1], [-0.3, 0.2, 0.0], [-0.2, -0.4, 0.3], [-0.3, -0.7, -0.4], [-0.1, 0.0, 0.0], [1.2, 0.3, -0.6], [0.2, 0.3, -1.2], [0.0, -0.1, 0.1], [-0.7, 0.6, -0.3], [0.4, -0.7, -0.1], [0.0, -0.5, 0.0], [0.0, -0.2, -0.1], [0.2, 0.3, -0.1], [-0.2, 0.2, 0.6], [-0.1, 0.3, 0.1], [0.0, -0.3, -0.1], [-0.1, -0.2, -0.1], [0.2, 0.4, 0.0], [0.0, 0.3, -0.4], [-0.1, 0.2, 1.1], [-0.2, -0.6, 0.0], [0.5, 0.3, 1.3], [-1.0, -1.0, -1.7], [1.2, 1.1, 1.1], [0.0, -0.1, -1.7], [-0.2, -0.7, -1.4], [-0.1, 0.6, 0.9], [0.6, 0.3, -0.3], [0.1, 0.1, 0.1], [-0.1, 0.1, -0.3], [0.0, 0.3, 0.0], [-0.1, -0.2, 0.1], [0.0, 0.1, -0.1], [-0.1, 0.2, 0.3], [0.0, 0.1, 0.4], [-0.2, -0.3, 0.0], [-0.1, 0.0, -0.1], [0.1, -0.2, 0.1], [-0.3, -0.2, -0.2], [0.1, 0.4, 0.1]], "lowdin_spin": [1.209, 0.095, 0.067, 0.096, 0.067, 0.142, 0.100, 0.016, 0.027, 0.000, 0.013, 0.003, 0.033, 0.221, 0.012, 0.001, 0.010, 0.007, 0.001, 0.001, 0.000, 0.000, 0.013, 0.000, 0.003, 0.001, 0.008, 0.000, 0.000, 0.001, 0.002, 0.000, 0.001, 0.000, 0.010, 0.002, 0.002, 0.004, 0.012, 0.006, 0.002, 0.000, 0.015, 0.000, 0.000, 0.004, 0.005, 0.000, 0.057, 0.002, 0.002, 0.018, 0.026, 0.003, 0.000, 0.106, 0.003, 0.000, 0.008, 0.003, 0.000, 0.000, 0.000, 0.022, 0.009, 0.000, 0.004, 0.029, 0.009, 0.000, 0.001, 0.004, 0.039, 0.413, 0.015, 0.004, 0.001, 0.000, 0.000, 0.000, 0.000, 0.000, 0.002, 0.005, 0.000, 0.000, 0.000, 0.000, 0.000], "total_charge": 4, "multiplicity": 4, "max_force_ha_per_bohr": 0.1471, "orbital_gap_ev": [5.9382, 4.4373], "s2": 3.773, "total_energy_ha": -2403.5647}



[2]
{"formula": "C25H56N9O9S", "method": "ωB97M-V/def2-TZVPD", "species": ["C", "S", "O", "O", "C", "C", "N", "C", "N", "H", "H", "H", "H", "H", "H", "H", "C", "O", "N", "C", "C", "H", "H", "H", "H", "H", "H", "H", "C", "O", "N", "C", "C", "H", "H", "H", "H", "H", "H", "H", "C", "O", "N", "C", "C", "H", "H", "H", "H", "H", "H", "H", "C", "O", "N", "C", "C", "H", "H", "H", "H", "H", "H", "H", "C", "O", "N", "C", "C", "H", "H", "H", "H", "H", "H", "H", "C", "O", "N", "C", "C", "H", "H", "H", "H", "H", "H", "H", "C", "O", "N", "C", "C", "H", "H", "H", "H", "H", "H", "H"], "xyz": [[-1.397729, 1.323545, -0.722696], [-2.162569, 0.273919, 0.599739], [-1.646771, -1.109363, 0.568015], [-3.625823, 0.268038, 0.468835], [-1.709403, 1.099957, 2.178352], [-2.423452, 2.051802, 2.989212], [-1.490023, 2.290231, 4.026944], [-0.344564, 1.564148, 3.824829], [-0.420878, 0.789136, 2.698192], [-2.073755, 2.229475, -0.785181], [-0.409164, 1.696562, -0.321444], [-1.311195, 0.784640, -1.697003], [-3.435312, 2.463352, 2.795349], [-1.681046, 2.923435, 4.813302], [0.576215, 1.562337, 4.460026], [0.270107, 0.138535, 2.307075], [1.769356, -1.209763, -3.236630], [1.777139, -0.089199, -2.743190], [0.921713, -2.202110, -2.896688], [0.970796, -3.509904, -3.527327], [-0.066272, -1.944318, -1.869200], [2.481641, -1.499534, -4.025237], [0.010173, -3.710040, -4.008150], [1.161114, -4.268013, -2.762895], [1.764656, -3.550136, -4.279739], [-0.697045, -1.112691, -2.187235], [0.441071, -1.664181, -0.944065], [-0.682468, -2.824610, -1.695741], [-1.003569, -1.132718, -7.011473], [-1.825379, -1.635066, -7.751087], [-0.763647, 0.198142, -6.897550], [0.235910, 0.722868, -5.989850], [-1.532771, 1.122419, -7.710345], [-0.365762, -1.745431, -6.351011], [-0.249001, 1.390974, -5.273206], [0.981459, 1.280150, -6.562085], [0.730307, -0.082624, -5.448661], [-2.594537, 1.002738, -7.484904], [-1.373378, 0.892481, -8.765695], [-1.229259, 2.149145, -7.509497], [-2.314766, 5.976894, 2.576495], [-1.856236, 4.842532, 2.647400], [-3.611870, 6.280626, 2.367459], [-4.079229, 7.653885, 2.294897], [-4.570671, 5.203517, 2.210088], [-1.674440, 6.865539, 2.681858], [-4.821089, 7.820758, 3.078354], [-4.536547, 7.824591, 1.318394], [-3.254624, 8.352790, 2.429711], [-4.564897, 4.582248, 3.109581], [-4.281456, 4.585567, 1.356350], [-5.570095, 5.603304, 2.049498], [0.821456, -1.659466, 4.817048], [1.463101, -0.989780, 5.609792], [0.953610, -2.988456, 4.629363], [0.149554, -3.714264, 3.662280], [1.931981, -3.715573, 5.420931], [0.053846, -1.205419, 4.168397], [-0.425395, -4.483959, 4.181085], [0.809173, -4.184768, 2.930196], [-0.537629, -3.044035, 3.144562], [1.696960, -3.597852, 6.480391], [2.924425, -3.300188, 5.236462], [1.922979, -4.772342, 5.159275], [2.341324, 5.306634, -2.301396], [1.497815, 5.667671, -3.097919], [2.559439, 4.021084, -1.924466], [3.584932, 3.663893, -0.966227], [1.738457, 2.971902, -2.500883], [3.017027, 6.024225, -1.806446], [4.294102, 2.980080, -1.438229], [3.118877, 3.169573, -0.109336], [4.119033, 4.548737, -0.620303], [1.858946, 2.977588, -3.585710], [0.688416, 3.168353, -2.265302], [2.026212, 2.000124, -2.107234], [-3.609279, 0.231515, 8.610196], [-3.563251, 1.437747, 8.460007], [-2.758716, -0.656162, 8.036386], [-2.868681, -2.085497, 8.254865], [-1.707943, -0.152646, 7.177903], [-4.372924, -0.246188, 9.244688], [-1.942410, -2.451627, 8.703747], [-3.029690, -2.583522, 7.295487], [-3.701293, -2.314038, 8.919182], [-1.075259, 0.529241, 7.750283], [-2.158895, 0.399992, 6.348014], [-1.104174, -0.970782, 6.788109], [3.932745, -5.012293, -4.902132], [3.165606, -4.224480, -5.431452], [4.662050, -5.943046, -5.553454], [5.555307, -6.847908, -4.856240], [4.547601, -6.040136, -6.998313], [4.092372, -5.022167, -3.810919], [6.571979, -6.704589, -5.228595], [5.240838, -7.876790, -5.044374], [5.538868, -6.660442, -3.782820], [4.833620, -5.086870, -7.446823], [3.510142, -6.252216, -7.263700], [5.191777, -6.831438, -7.378543]], "forces_ev_per_a": [[-0.1, 1.1, 1.2], [-2.5, -2.5, -1.4], [0.8, 2.6, 0.7], [2.1, 1.3, 0.5], [-0.8, 0.4, -0.2], [3.2, -2.8, -1.5], [0.2, -1.2, -1.4], [0.5, -0.2, 0.1], [-2.9, 3.0, 1.7], [0.7, -1.1, -0.1], [-0.9, -0.7, -0.7], [-0.1, 0.3, 1.1], [1.2, -0.2, 0.6], [0.5, -0.4, -0.5], [-1.2, 0.1, -0.4], [-0.4, 0.4, 0.3], [0.0, -0.4, 0.0], [-0.2, -0.1, 0.2], [0.3, 0.3, -0.1], [-0.1, 0.2, 0.0], [0.3, 0.2, -0.1], [0.0, -0.1, 0.0], [0.1, -0.1, 0.0], [0.0, -0.1, -0.1], [-0.2, 0.1, 0.2], [-0.1, -0.1, 0.1], [-0.2, 0.0, 0.0], [0.1, 0.0, -0.1], [0.0, 0.2, 0.0], [0.0, 0.2, 0.0], [0.1, -0.4, 0.2], [-0.2, 0.1, -0.3], [-0.1, -0.3, -0.1], [0.1, 0.1, 0.1], [0.2, 0.0, 0.1], [0.1, 0.0, 0.2], [-0.1, 0.0, -0.1], [0.0, 0.1, -0.1], [-0.1, 0.1, 0.0], [0.1, -0.1, 0.1], [-0.4, 0.4, -0.1], [-0.2, -0.2, 0.1], [0.7, -0.1, 0.1], [-0.2, -0.1, 0.0], [0.3, -0.2, 0.0], [0.0, 0.0, 0.0], [0.0, 0.1, -0.1], [0.0, 0.1, 0.1], [0.0, -0.1, 0.0], [-0.2, 0.0, 0.0], [-0.1, 0.0, 0.0], [0.1, 0.0, 0.0], [0.2, -0.6, 0.0], [-0.1, 0.2, -0.1], [-0.3, 0.6, -0.1], [0.2, -0.1, 0.1], [0.1, 0.2, 0.2], [-0.1, -0.2, 0.0], [0.0, 0.0, -0.2], [-0.2, -0.1, 0.0], [0.1, 0.0, 0.1], [0.1, -0.1, 0.0], [0.0, -0.1, 0.1], [-0.1, 0.1, -0.1], [0.1, -0.1, 0.0], [0.0, -0.2, 0.1], [0.0, 0.5, 0.1], [-0.2, -0.1, -0.2], [0.0, 0.2, 0.0], [0.1, 0.0, 0.0], [0.1, 0.0, 0.2], [0.2, 0.0, 0.1], [-0.1, 0.0, -0.1], [-0.1, -0.2, 0.0], [0.0, -0.1, -0.1], [0.1, 0.1, -0.1], [0.0, -0.1, 0.0], [0.2, -0.1, -0.2], [-0.4, 0.1, 0.2], [0.2, 0.2, -0.2], [-0.1, 0.2, 0.2], [0.0, -0.1, 0.0], [-0.1, -0.2, 0.0], [0.0, -0.2, 0.1], [0.0, 0.1, 0.0], [0.1, 0.0, -0.2], [0.1, 0.0, 0.0], [-0.1, 0.0, 0.1], [0.3, -0.3, -0.2], [0.3, -0.1, -0.3], [-0.2, 0.3, 0.5], [0.0, 0.0, -0.3], [-0.2, 0.2, 0.0], [0.0, -0.1, 0.0], [0.0, -0.1, 0.1], [0.1, 0.0, 0.1], [0.0, 0.0, -0.1], [0.0, -0.1, -0.1], [0.1, 0.0, -0.1], [0.0, 0.0, 0.1]], "mulliken_charge": [-0.973, 1.297, -0.551, -0.681, -0.254, -0.278, 0.215, -0.416, 0.080, 0.437, 0.352, 0.347, 0.374, 0.274, 0.448, 0.331, -0.366, -0.624, 0.356, -0.924, -0.810, 0.667, 0.379, 0.397, 0.228, -0.019, 0.311, 0.381, 0.208, -0.596, 0.148, -0.569, -0.951, 0.170, 0.407, 0.367, -0.151, 0.305, 0.294, 0.370, 0.080, -0.568, 0.125, -0.929, -0.803, 0.280, 0.344, 0.345, 0.294, 0.202, 0.258, 0.399, 0.331, -0.629, 0.070, -0.911, -0.985, 0.143, 0.339, 0.351, 0.292, 0.300, 0.313, 0.395, 0.068, -0.574, 0.188, -0.877, -0.957, 0.274, 0.311, 0.254, 0.330, 0.368, 0.185, 0.468, 0.091, -0.579, 0.187, -0.887, -0.945, 0.277, 0.308, 0.309, 0.312, 0.314, 0.324, 0.267, 0.220, -0.724, 0.117, -0.900, -0.937, 0.241, 0.335, 0.345, 0.302, 0.295, 0.297, 0.375], "total_charge": 1, "max_force_ha_per_bohr": 0.0882, "orbital_gap_ev": 7.2244, "total_energy_ha": -2554.0536}